{"formula": "C34H34GaN2O3S2", "method": "the ωB97M-V functional and the def2-TZVPD basis", "energy_ha": -4372.0376, "spin_multiplicity": 1, "charge": -1, "gap_ev": 4.673, "lumo_energy_ev": 0.17, "homo_energy_ev": -4.5, "elements": ["C", "Ga", "C", "N", "C", "C", "O", "C", "C", "C", "S", "C", "S", "N", "C", "C", "C", "C", "C", "C", "C", "C", "C", "C", "C", "C", "H", "H", "H", "H", "H", "H", "H", "H", "H", "H", "H", "H", "H", "H", "H", "H", "H", "H", "H", "H", "H", "H", "H", "H", "H", "H", "C", "C", "C", "C", "C", "C", "C", "O", "C", "C", "C", "C", "C", "C", "C", "O", "H", "H", "H", "H", "H", "H", "H", "H"], "xyz": [[-5.27328, -4.98756, -1.31869], [-4.64620, -4.22823, 0.49789], [-2.66921, -4.82558, 0.86754], [-1.92590, -3.72461, 1.61371], [-5.91115, -4.65749, 2.08313], [-4.96194, -4.77075, 3.39319], [-5.34504, -5.37471, 4.43748], [-4.53861, -2.13889, 0.29092], [-3.74555, -1.87917, -1.08927], [-2.49108, -0.86095, -0.94890], [-3.14823, 0.65018, -0.05177], [-2.13264, 0.92921, 1.49227], [-1.54225, -0.39145, 2.35516], [-1.91784, 2.35493, 1.85347], [-2.59250, 2.73920, 3.10262], [-3.66639, 1.83422, 3.81133], [-4.36999, 2.26562, 5.14737], [-4.06517, 3.62224, 5.82972], [-3.03271, 4.55329, 5.12354], [-2.32622, 4.11967, 3.81596], [-0.47032, 2.63663, 1.86882], [0.19334, 2.98629, 0.48768], [1.72441, 3.29749, 0.34454], [2.60210, 3.24226, 1.64846], [1.99113, 2.88883, 3.05246], [0.46336, 2.58299, 3.09818], [-5.54575, -4.08473, -1.98978], [-6.17991, -5.68766, -1.19597], [-4.37910, -5.50975, -1.81490], [-2.14869, -4.91251, -0.15839], [-2.67045, -5.79569, 1.46956], [-1.10726, -4.19536, 2.03966], [-1.50766, -3.06022, 0.93855], [-6.42542, -5.65697, 1.86295], [-6.65225, -3.80088, 2.30103], [-3.90604, -4.32107, 3.39597], [-5.57146, -1.65414, 0.23530], [-3.99452, -1.76026, 1.22417], [-3.40165, -2.85352, -1.57550], [-4.48657, -1.36943, -1.80816], [-1.60581, -1.29108, -0.37254], [-2.13866, -0.48481, -1.98337], [-3.98766, 0.81576, 3.40215], [-5.12699, 1.56503, 5.65809], [-4.57591, 3.91276, 6.81904], [-2.79199, 5.55371, 5.63329], [-1.54475, 4.80280, 3.32430], [-0.40386, 3.02000, -0.49503], [2.16905, 3.53472, -0.68951], [3.73556, 3.43655, 1.59090], [2.63549, 2.84905, 3.99925], [0.03072, 2.31407, 4.12197], [9.22108, 0.62823, -4.78956], [8.66923, 1.29965, -5.87844], [7.32200, 1.64366, -5.87453], [6.51851, 1.30604, -4.78496], [7.06565, 0.61240, -3.70567], [8.42219, 0.28397, -3.70493], [6.21316, 0.20455, -2.56501], [6.69215, -0.39845, -1.62002], [4.77038, 0.53294, -2.59510], [3.94304, 0.10536, -1.55509], [2.58837, 0.42080, -1.56833], [2.05691, 1.17175, -2.61468], [2.87620, 1.59490, -3.65545], [4.23330, 1.26790, -3.65253], [5.08917, 1.69251, -4.78229], [4.62432, 2.34629, -5.70119], [10.27483, 0.36806, -4.78928], [9.29074, 1.55689, -6.73023], [6.89880, 2.17131, -6.72345], [8.85657, -0.24388, -2.86193], [4.35094, -0.47727, -0.73513], [1.94588, 0.08316, -0.76132], [1.00105, 1.42368, -2.62060], [2.45495, 2.17551, -4.47012]]}

***

{"formula": "C3H6O2", "method": "the ωB97M-V functional and the def2-TZVPD basis", "energy_ha": -268.3735, "spin_multiplicity": 1, "de_lowest_kj_mol": 83.3, "charge": 0, "gap_ev": 11.231, "lumo_energy_ev": 0.86, "homo_energy_ev": -10.4, "elements": ["C", "C", "O", "C", "O", "H", "H", "H", "H", "H", "H"], "xyz": [[0.87804, 1.04102, -0.75834], [0.31844, 0.04629, 0.23000], [1.03031, -0.28904, 1.16298], [-1.04868, -0.61988, 0.15521], [-1.07934, -1.67468, 1.06710], [0.71269, 2.08240, -0.45343], [0.57211, 0.93096, -1.80079], [1.94886, 0.84061, -0.68236], [-1.25074, -0.98053, -0.86329], [-1.80993, 0.14852, 0.38264], [-0.27121, -1.54503, 1.60268]]}

***

{"formula": "C48H58BrFN9O5STi", "method": "the ωB97M-V functional and the def2-TZVPD basis", "energy_ha": -6654.6433, "spin_multiplicity": 1, "de_lowest_kj_mol": 0.0, "charge": -1, "gap_ev": [4.618, 4.583], "lumo_energy_ev": [2.15, 2.15], "homo_energy_ev": [-2.5, -2.4], "elements": ["Ti", "C", "C", "C", "C", "C", "C", "C", "S", "O", "O", "N", "C", "C", "O", "O", "H", "H", "H", "H", "H", "H", "H", "H", "H", "C", "C", "C", "C", "C", "C", "C", "N", "C", "C", "C", "C", "C", "C", "C", "N", "C", "C", "C", "C", "H", "H", "H", "H", "H", "H", "H", "H", "H", "H", "H", "H", "H", "H", "H", "H", "H", "H", "H", "H", "H", "H", "H", "H", "C", "N", "C", "C", "C", "N", "C", "C", "O", "H", "H", "H", "H", "H", "H", "H", "H", "H", "H", "H", "H", "F", "C", "C", "C", "C", "C", "C", "H", "H", "H", "H", "Br", "C", "C", "C", "N", "C", "C", "H", "H", "H", "H", "N", "C", "C", "N", "C", "C", "N", "H", "H", "H", "H", "H"], "xyz": [[0.04787, 0.34779, -0.56909], [-3.93408, -0.72501, 6.88507], [-3.63438, -0.21214, 5.50029], [-2.38744, -0.41026, 4.92101], [-2.10350, 0.07407, 3.64974], [-3.07011, 0.77326, 2.94752], [-4.32015, 0.98652, 3.51468], [-4.59942, 0.48774, 4.77618], [-2.76900, 1.39546, 1.29325], [-3.58487, 0.57546, 0.42980], [-3.11672, 2.80110, 1.37712], [-1.22957, 1.15360, 1.05635], [-0.41414, 2.12388, 1.79616], [1.00200, 1.58218, 1.89094], [1.76733, 1.91260, 2.78501], [1.30507, 0.74900, 0.93865], [-3.26617, -1.54462, 7.15445], [-4.96184, -1.08441, 6.96051], [-3.80696, 0.06195, 7.63222], [-1.62462, -0.95923, 5.46527], [-1.14436, -0.11025, 3.18334], [-5.06623, 1.54075, 2.95965], [-5.58060, 0.64660, 5.21090], [-0.78220, 2.32696, 2.80542], [-0.37427, 3.09165, 1.27910], [-5.58885, 1.70106, -4.82482], [-5.37877, 0.39755, -4.05526], [-5.41373, -0.76690, -5.05424], [-6.52615, 0.24009, -3.04702], [-4.05665, 0.37818, -3.29963], [-3.70243, -0.76757, -2.54224], [-2.55362, -0.76608, -1.80922], [-1.68082, 0.26714, -1.78715], [-2.00820, 1.38600, -2.50192], [-3.19513, 1.43808, -3.26874], [-1.07088, 2.44002, -2.38883], [-1.06578, 3.61738, -3.17390], [-0.10110, 4.57073, -3.02352], [0.90349, 4.32305, -2.03232], [0.88159, 3.16192, -1.32428], [-0.05990, 2.19494, -1.48091], [-0.03167, 5.84155, -3.85837], [-0.04277, 7.06262, -2.92765], [1.26753, 5.84308, -4.67733], [-1.21023, 5.96393, -4.82261], [-6.54471, 1.66520, -5.35233], [-4.80099, 1.85911, -5.56418], [-5.60798, 2.56080, -4.15293], [-6.35253, -0.75603, -5.61433], [-5.33165, -1.72925, -4.54845], [-4.58704, -0.68965, -5.76314], [-7.48858, 0.24247, -3.56610], [-6.51397, 1.05784, -2.32481], [-6.44042, -0.69327, -2.49004], [-4.34624, -1.63561, -2.49929], [-2.28933, -1.61304, -1.19039], [-3.41958, 2.35189, -3.79808], [-1.84874, 3.73478, -3.90916], [1.69072, 5.03799, -1.83582], [1.65140, 2.94781, -0.59018], [0.81090, 7.05736, -2.24945], [-0.95102, 7.07453, -2.32292], [-0.00279, 7.98462, -3.51372], [2.14288, 5.74380, -4.03466], [1.36257, 6.77518, -5.24086], [1.27540, 5.01051, -5.38367], [-2.16143, 5.97700, -4.28742], [-1.22943, 5.13894, -5.53753], [-1.12694, 6.89518, -5.38742], [-4.63797, -2.46131, 1.09129], [-3.98061, -2.92240, 2.30181], [-4.64281, -3.92710, 3.10117], [-4.10063, -3.86905, 4.51303], [-2.60317, -4.09595, 4.47917], [-1.97235, -3.26867, 3.47346], [-0.53569, -3.14976, 3.56265], [-2.62483, -2.71969, 2.38564], [-2.03982, -2.04911, 1.54972], [-4.54349, -3.18849, 0.27543], [-4.20413, -1.51549, 0.77166], [-5.69672, -2.31267, 1.30804], [-4.50744, -4.93524, 2.67880], [-5.71390, -3.71573, 3.09257], [-4.57794, -4.61743, 5.14804], [-4.31050, -2.87857, 4.92155], [-2.38078, -5.15748, 4.29373], [-2.16430, -3.84770, 5.45189], [-0.05005, -4.12565, 3.44609], [-0.24931, -2.74003, 4.53742], [-0.18220, -2.48198, 2.78557], [0.44833, -5.70138, -2.62379], [0.37886, -4.40836, -2.18977], [0.40908, -3.38842, -3.11614], [0.32846, -2.07869, -2.65137], [0.22864, -1.74250, -1.29471], [0.20248, -2.83079, -0.41458], [0.27187, -4.15755, -0.84050], [0.47906, -3.62253, -4.17148], [0.31956, -1.28893, -3.40032], [0.10570, -2.65187, 0.64508], [0.23017, -4.98576, -0.14150], [5.03564, -3.70919, 5.26536], [3.97742, -3.00728, 3.85452], [3.58652, -1.68401, 3.87858], [2.80926, -1.21979, 2.82154], [2.42215, -1.99494, 1.80874], [2.82376, -3.26264, 1.80647], [3.60562, -3.82702, 2.80561], [3.87126, -1.02294, 4.68445], [2.49294, -0.18222, 2.78766], [2.49329, -3.86330, 0.96472], [3.90660, -4.86392, 2.76327], [3.45269, 1.21794, -4.94508], [3.34998, 0.69605, -3.66986], [2.15539, 0.80826, -2.94547], [2.05772, 0.33773, -1.71696], [3.14182, -0.22573, -1.16542], [4.31047, -0.31502, -1.88865], [4.42723, 0.13419, -3.14245], [2.59501, 1.30034, -5.46436], [4.23151, 0.85955, -5.47269], [1.27956, 1.28618, -3.37201], [3.03111, -0.60418, -0.15871], [5.19182, -0.77044, -1.45419]]}